No. 1
The following is a DFT calculation (ωB97M-V/def2-TZVPD) of a structure of composition C31H30KN7S4Sb in a non-equilibrium geometry.

Atoms and positions in Å:
K  -13.146  -12.053  4.574
C  -10.144  -16.290  9.420
C  -11.077  -15.481  8.909
C  -10.802  -14.223  8.365
C  -9.432  -13.793  8.344
C  -8.449  -14.688  8.767
C  -8.771  -15.942  9.245
H  -10.430  -17.260  9.922
H  -12.138  -15.808  9.024
H  -11.558  -13.544  7.987
H  -9.235  -12.763  8.182
H  -7.481  -14.438  8.364
H  -7.994  -16.616  9.464
N  -11.364  -10.099  1.936
C  -10.785  -11.318  1.985
N  -10.293  -11.642  0.748
C  -9.844  -12.832  0.677
N  -9.311  -13.103  -0.584
N  -10.016  -14.047  1.643
C  -10.796  -13.625  2.629
N  -10.953  -12.393  2.900
C  -11.331  -14.647  3.513
C  -11.611  -15.953  2.950
C  -11.778  -17.102  3.617
C  -12.222  -16.897  4.996
C  -11.972  -15.499  5.503
N  -11.524  -14.506  4.815
H  -8.356  -18.785  2.259
H  -11.851  -9.991  2.800
H  -9.146  -12.146  -1.195
H  -8.904  -14.117  -1.165
H  -11.435  -16.140  1.878
H  -11.821  -18.145  3.343
H  -12.444  -17.632  5.648
H  -12.457  -15.533  6.575
S  -14.359  -17.515  10.200
Sb  -15.178  -17.331  8.136
S  -14.696  -15.301  7.343
S  -14.200  -9.145  5.013
C  -5.227  -12.846  4.892
C  -6.768  -13.103  4.344
C  -6.961  -13.092  2.972
C  -7.444  -14.208  5.014
C  -7.703  -11.850  4.792
C  -7.333  -10.538  4.444
C  -8.044  -9.328  4.814
C  -9.257  -9.477  5.422
S  -10.473  -8.405  5.813
C  -11.415  -9.586  6.499
N  -11.042  -10.790  6.257
C  -9.767  -10.732  5.729
C  -9.064  -11.903  5.486
C  -12.674  -9.247  7.303
C  -12.464  -8.827  8.611
C  -13.530  -8.600  9.425
C  -14.805  -8.873  8.944
C  -15.050  -9.136  7.619
C  -13.956  -9.154  6.733
H  -4.619  -13.928  4.625
H  -5.005  -12.596  5.830
H  -4.544  -12.111  4.347
H  -6.609  -13.918  2.221
H  -6.425  -11.969  2.521
H  -7.959  -12.952  2.383
H  -7.693  -14.348  6.044
H  -7.168  -15.211  4.783
H  -8.698  -14.132  4.968
H  -6.439  -10.281  4.088
H  -7.732  -8.290  4.481
H  -9.551  -12.942  5.630
H  -11.431  -8.775  8.915
H  -13.485  -8.103  10.380
H  -15.539  -9.054  9.703
H  -15.972  -9.526  7.230

Properties
<S²> = 0.750
HOMO-LUMO gap (spin up / spin down) = 6.42 / 6.42 eV
total charge = -2
HOMO energy (spin up / spin down) = -2.4 / -2.4 eV
ΔE to the lowest compared entry with this formula, charge and spin = 311.7 kcal/mol
2S+1 = 2

---

No. 2
The following is a DFT calculation (ωB97M-V/def2-TZVPD) of a cluster of 2 separate species, C4H12N4 in total.

Atoms and positions in Å:
H  -0.156  -2.891  3.169
N  -0.007  -2.755  2.177
C  0.711  -1.716  2.020
N  1.057  -1.266  0.771
C  2.282  -0.498  0.600
H  1.022  -1.071  2.845
H  0.875  -1.975  0.072
H  2.452  -0.397  -0.467
H  2.140  0.505  1.008
H  3.165  -0.919  1.089
C  -2.069  0.179  -0.948
N  -2.173  1.084  -2.082
C  -1.292  1.991  -2.181
N  -0.281  2.279  -1.290
H  -1.191  -0.465  -1.049
H  -2.961  -0.441  -0.985
H  -2.016  0.675  0.028
H  -1.317  2.607  -3.075
H  0.076  3.223  -1.327
H  -0.318  1.850  -0.378

Properties
HOMO-LUMO gap = 9.78 eV
HOMO energy = -9.0 eV
ΔE to the lowest compared entry with this formula, charge and spin = 23.9 kcal/mol
SMILES = [H]/N=C/NC.C/N=C\N

---

No. 3
The following is a DFT calculation (ωB97M-V/def2-TZVPD) of a cluster of 2 separate species, C29H23N3 in total in a non-equilibrium geometry.

Atoms and positions in Å:
C  -0.044  6.004  -2.545
C  -1.221  5.525  -1.955
C  -1.378  4.161  -1.711
C  -0.372  3.245  -2.088
C  -0.477  1.798  -1.888
N  0.647  1.106  -2.013
C  0.857  -0.183  -1.978
C  2.161  -0.714  -1.943
N  3.187  -1.285  -1.900
C  -1.753  1.138  -1.573
C  -2.967  1.572  -2.145
C  -4.152  0.875  -1.911
C  -4.151  -0.253  -1.081
C  -2.955  -0.691  -0.499
C  -1.770  -0.006  -0.754
C  0.827  3.746  -2.624
C  0.987  5.109  -2.873
H  0.075  7.072  -2.742
H  -2.019  6.218  -1.687
H  -2.280  3.797  -1.223
H  0.068  -0.916  -2.232
H  -2.965  2.447  -2.795
H  -5.078  1.213  -2.377
H  -5.077  -0.795  -0.886
H  -2.934  -1.566  0.155
H  -0.836  -0.365  -0.319
H  1.627  3.041  -2.847
H  1.912  5.469  -3.325
C  0.888  1.184  1.453
C  1.653  0.007  1.030
N  1.429  -1.198  1.558
C  2.316  -2.301  1.436
C  3.615  -2.311  0.967
C  4.299  -3.538  0.976
C  3.677  -4.702  1.459
C  2.364  -4.671  1.946
C  1.686  -3.452  1.947
C  0.375  -3.065  2.399
C  0.237  -1.670  2.187
C  -0.933  -1.010  2.532
C  -1.991  -1.769  3.060
C  -1.861  -3.152  3.262
C  -0.672  -3.813  2.933
H  1.449  2.065  1.122
H  -0.085  1.219  0.950
H  0.722  1.262  2.537
H  2.632  0.140  0.573
H  4.060  -1.398  0.586
H  5.318  -3.583  0.597
H  4.231  -5.642  1.455
H  1.852  -5.556  2.324
H  -1.026  0.062  2.402
H  -2.925  -1.270  3.318
H  -2.699  -3.712  3.679
H  -0.532  -4.885  3.070

Properties
HOMO-LUMO gap = 4.33 eV
HOMO energy = -5.9 eV

---

No. 4
The following is a DFT calculation (ωB97M-V/def2-TZVPD) of a structure of composition C26H40N9OSZn.

Atoms and positions in Å:
Zn  -0.320  -0.126  0.175
C  5.123  -0.373  0.265
N  3.831  0.254  0.515
C  3.909  1.675  0.803
C  2.669  -0.382  0.240
N  1.593  0.240  -0.230
C  1.748  1.363  -1.088
C  2.650  1.250  -2.118
C  2.909  2.309  -3.004
C  2.241  3.486  -2.847
C  1.267  3.637  -1.829
C  0.584  4.874  -1.732
C  -0.398  5.050  -0.805
C  -0.748  3.990  0.045
C  -0.096  2.778  0.016
N  -0.592  1.726  0.822
C  -1.108  1.977  2.027
N  -2.185  1.292  2.445
C  -3.201  0.799  1.521
C  -2.381  0.917  3.840
N  -0.548  2.862  2.884
C  0.859  3.201  2.796
C  -1.350  3.704  3.759
C  0.969  2.566  -0.934
N  2.618  -1.711  0.488
C  3.352  -2.335  1.586
C  1.811  -2.619  -0.316
H  5.695  0.264  -0.413
H  4.991  -1.343  -0.204
H  5.692  -0.497  1.188
H  4.600  1.825  1.633
H  2.934  2.061  1.082
H  4.268  2.239  -0.062
H  3.187  0.315  -2.231
H  3.636  2.183  -3.795
H  2.430  4.324  -3.506
H  0.849  5.666  -2.419
H  -0.933  5.988  -0.738
H  -1.586  4.110  0.721
H  -3.043  1.205  0.527
H  -4.183  1.107  1.884
H  -3.179  -0.290  1.460
H  -1.475  1.102  4.409
H  -2.603  -0.150  3.883
H  -3.212  1.462  4.292
H  1.406  2.351  2.397
H  1.228  3.408  3.800
H  1.039  4.077  2.166
H  -2.407  3.546  3.565
H  -1.115  4.751  3.553
H  -1.146  3.503  4.812
H  3.734  -1.570  2.256
H  4.184  -2.942  1.223
H  2.676  -2.974  2.152
H  1.428  -2.095  -1.189
H  0.975  -3.027  0.255
H  2.437  -3.447  -0.655
C  -1.987  1.138  -4.420
C  -1.077  1.109  -3.204
S  -1.560  -0.136  -1.998
O  -2.984  0.049  -1.650
C  -1.398  -1.652  -2.945
C  -1.814  -2.835  -2.086
H  -1.800  2.053  -4.980
H  -3.033  1.135  -4.115
H  -1.809  0.299  -5.091
H  -1.141  2.042  -2.638
H  -0.025  0.932  -3.437
H  -0.361  -1.709  -3.284
H  -2.053  -1.536  -3.810
H  -1.159  -2.961  -1.223
H  -1.782  -3.747  -2.680
H  -2.831  -2.699  -1.722
N  -0.918  -1.569  1.274
C  -0.843  -2.014  2.360
N  -0.845  -2.536  3.512
C  0.330  -2.928  4.006
N  1.334  -3.270  4.463

Properties
HOMO-LUMO gap = 8.08 eV
total charge = +1
HOMO energy = -10.5 eV
ΔE to the lowest compared entry with this formula, charge and spin = 4.8 kcal/mol

---

The evaluated total energy for the records listed, in turn: -4015.27195 -378.60017 -1283.06101 -3760.13451 Eh.